Computed, not measured: 2 unconnected molecules or ions with the total composition C2H2Cl2N2S at a distorted geometry, with ωB97M-V with the def2-TZVPD basis set.

Each line ends with the Mulliken charge.
Atoms and positions in Å:
S1 -1.760 -0.906 2.582  -0.11
N1 -1.170 -0.104 1.347  -0.06
N2 -0.301 -0.444 0.460  -0.01
Cl1 0.178 -2.075 0.649  -0.07
H1 -1.324 0.806 1.040  0.22
C1 1.119 0.050 -1.862  0.01
C2 1.171 1.068 -1.361  -0.14
Cl2 1.198 2.590 -0.708  -0.17
H2 0.890 -0.985 -2.148  0.35

Force components x, y, z for each atom (eV/Å):
S -1.1 -0.2 1.3
N 2.2 -1.9 -1.5
N -0.4 -1.1 0.6
Cl 0.1 0.3 -0.2
H -1.4 2.6 0.3
C -0.8 -8.2 -3.6
C 0.7 7.6 2.9
Cl 0.0 -0.4 -0.1
H 0.5 1.2 0.1

Calculated values
Calculated total energy: -40960.8621 eV
Energy above the lowest of the compared OMol25 structures with the same formula, charge and spin: 416.6 kJ/mol
Kohn-Sham gap (spin up / spin down): 8.6 / 8.6 eV
SMILES string: [S-]/[NH+]=N\Cl.C#CCl


Computed, not measured: 2 unconnected molecules or ions with the total composition C2H2Cl2O2S at a distorted geometry, with ωB97M-V with the def2-TZVPD basis set.

Each line ends with the Mulliken charge.
Atoms and positions in Å:
C1 0.270 -0.971 -0.472  -0.27
C2 3.285 0.599 -0.517  0.58
O1 2.441 1.042 -1.216  -0.47
O2 2.191 -1.234 1.144  -0.47
S1 0.753 -1.485 0.965  0.35
Cl1 3.824 1.305 0.918  -0.08
Cl2 4.150 -0.930 -0.797  -0.10
H1 -0.749 -1.107 -0.643  0.34
H2 0.995 -0.268 -1.037  0.12

Force components x, y, z for each atom (eV/Å):
C 2.4 1.6 0.4
C 0.3 -1.0 -0.4
O 0.4 -0.1 0.0
O -0.2 0.0 0.8
S 0.2 -0.2 -0.7
Cl 0.3 0.7 0.7
Cl -0.2 0.8 -0.6
H -1.5 -0.1 -0.7
H -1.7 -1.6 0.5

Calculated values
Calculated total energy: -42079.6566 eV
Energy above the lowest of the compared OMol25 structures with the same formula, charge and spin: 144.4 kJ/mol
Kohn-Sham gap: 9.8 eV


Computed, not measured: C2H2Cl2O2S in the gas phase at a distorted geometry, with ωB97M-V with the def2-TZVPD basis set.

Each line ends with the Löwdin spin population.
Atoms and positions in Å:
C1 -1.510 -0.228 -0.679  0.80
C2 1.213 0.170 -0.138  0.61
O1 -0.353 0.645 1.757  0.06
O2 -0.111 -1.656 1.233  0.00
S1 -0.226 -0.367 0.741  0.08
Cl1 1.103 1.683 -0.828  0.17
Cl2 2.756 -0.525 0.067  0.16
H1 -1.801 0.686 -0.532  0.06
H2 -1.072 -0.408 -1.622  0.05

Force components x, y, z for each atom (eV/Å):
C 3.9 -3.5 2.2
C 0.8 -0.9 -0.2
O -0.9 0.5 -0.7
O 0.4 -3.7 0.3
S -0.8 2.7 -0.9
Cl 0.0 0.7 -0.4
Cl -0.6 0.0 0.1
H -2.8 5.1 0.6
H 0.2 -0.8 -1.0

Calculated values
Spin multiplicity: 3
Calculated total energy: -42075.8084 eV
Energy above the lowest of the compared OMol25 structures with the same formula, charge and spin: 143.2 kJ/mol
Kohn-Sham gap (spin up / spin down): 9.5 / 9.0 eV


Computed, not measured: C2H2Cl2OS in the gas phase at a distorted geometry, with ωB97M-V with the def2-TZVPD basis set.

Each line ends with the Mulliken charge.
Atoms and positions in Å:
C1 0.495 0.109 -0.221  -0.40
C2 -0.086 -0.718 -1.059  0.03
O1 0.404 2.285 1.191  -0.48
S1 -0.519 1.368 0.569  0.49
Cl1 0.520 -2.257 -1.403  -0.14
Cl2 -1.067 -0.003 2.077  -0.18
H1 1.346 -0.102 0.395  0.39
H2 -1.093 -0.684 -1.549  0.30

Force components x, y, z for each atom (eV/Å):
C -1.1 0.5 0.8
C -1.5 -0.5 -0.9
O 0.4 0.7 0.2
S -0.1 -0.7 -0.5
Cl 0.8 -0.9 -0.3
Cl -0.2 0.1 0.1
H 0.6 -0.2 -0.2
H 1.0 0.9 0.8

Calculated values
Calculated total energy: -40032.3326 eV
Energy above the lowest of the compared OMol25 structures with the same formula, charge and spin: 138.5 kJ/mol
Kohn-Sham gap: 9.8 eV


Computed, not measured: C2H2Cl2OS in the gas phase at a distorted geometry, with ωB97M-V with the def2-TZVPD basis set.

Each line ends with the Mulliken charge.
Atoms and positions in Å:
O1 0.769 -1.697 0.276  -0.50
C1 0.542 -0.345 0.225  0.42
Cl1 2.030 0.601 0.301  -0.19
C2 -0.712 0.178 0.086  0.21
S1 -1.078 1.952 -0.016  -0.20
Cl2 -2.113 -0.660 -0.162  -0.20
H1 0.224 -2.229 -0.354  0.33
H2 0.339 2.198 -0.357  0.14

Force components x, y, z for each atom (eV/Å):
O 0.0 0.1 -0.4
C -1.5 -0.6 -0.4
Cl -1.1 -0.7 0.1
C 2.9 2.5 0.2
S 3.3 -0.5 -0.6
Cl -1.3 -1.8 0.0
H 0.4 1.0 0.6
H -2.6 0.1 0.6

Calculated values
Calculated total energy: -40032.5760 eV
Energy above the lowest of the compared OMol25 structures with the same formula, charge and spin: 115.0 kJ/mol
Kohn-Sham gap: 9.1 eV
SMILES string: O/C(Cl)=C(/S)Cl


Computed, not measured: C2H2Cl2S in the gas phase at a distorted geometry, with ωB97M-V with the def2-TZVPD basis set.

Each line ends with the Mulliken charge.
Atoms and positions in Å:
S1 2.201 -0.310 -0.250  -0.12
C1 0.833 -0.652 0.621  -0.40
C2 -0.554 0.024 0.553  0.20
Cl1 -0.520 1.694 -0.078  -0.14
Cl2 -1.643 -1.097 -0.265  -0.12
H1 0.784 -1.595 1.172  0.32
H2 -0.911 0.176 1.618  0.26

Force components x, y, z for each atom (eV/Å):
S -2.1 -0.2 1.4
C 1.0 0.1 -1.9
C 0.9 0.7 1.9
Cl -0.1 -0.7 -0.2
Cl 0.0 0.2 -0.1
H 0.0 0.3 0.2
H 0.3 -0.5 -1.3

Calculated values
Calculated total energy: -37985.4192 eV
Energy above the lowest of the compared OMol25 structures with the same formula, charge and spin: 45.8 kJ/mol
Kohn-Sham gap: 8.3 eV
SMILES string: S=CC(Cl)Cl


Computed, not measured: C2H2Cl2S in the gas phase at a distorted geometry, with ωB97M-V with the def2-TZVPD basis set.

Each line ends with the Mulliken charge.
Atoms and positions in Å:
S1 2.179 0.165 -0.709  -0.17
C1 0.913 -0.327 0.106  -0.21
C2 -0.586 0.251 0.026  0.12
Cl1 -0.875 1.936 -0.529  -0.14
Cl2 -1.524 -1.004 -0.718  -0.13
H1 0.875 -1.273 0.788  0.27
H2 -0.981 0.253 1.035  0.26

Force components x, y, z for each atom (eV/Å):
S 0.0 0.1 0.1
C -2.1 -0.7 0.6
C 1.6 0.1 1.4
Cl 0.5 -1.1 -0.2
Cl -0.5 -0.4 -1.0
H 0.2 1.7 -1.2
H 0.3 0.2 0.2

Calculated values
Calculated total energy: -37985.2598 eV
Energy above the lowest of the compared OMol25 structures with the same formula, charge and spin: 61.2 kJ/mol
Kohn-Sham gap: 8.6 eV
SMILES string: S=CC(Cl)Cl


Computed, not measured: 2 unconnected molecules or ions with the total composition C2H2Cl3IO2 at a distorted geometry, with ωB97M-V with the def2-TZVPD basis set.

Each line ends with the Mulliken charge.
Atoms and positions in Å:
C1 -0.770 -0.192 0.009  0.25
C2 -1.407 2.192 -0.101  0.24
O1 -0.470 -0.339 1.248  -0.34
O2 0.157 -0.252 -0.942  -0.47
Cl1 -1.101 2.776 1.483  -0.12
Cl2 -0.209 2.655 -1.351  -0.24
Cl3 -3.008 2.548 -0.742  -0.14
I1 -2.573 -1.280 -0.378  0.08
H1 0.538 -0.556 1.324  0.35
H2 0.341 0.638 -1.529  0.39

Force components x, y, z for each atom (eV/Å):
C -1.9 2.3 -2.7
C 0.4 -2.4 -1.0
O 3.7 -0.8 1.8
O 0.8 1.6 -0.7
Cl 0.1 0.3 0.0
Cl 0.1 0.2 0.4
Cl 0.3 -0.2 0.5
I 0.0 0.3 -0.2
H -2.3 0.8 -0.1
H -1.1 -2.0 2.1

Calculated values
Calculated total energy: -51866.2586 eV
Energy above the lowest of the compared OMol25 structures with the same formula, charge and spin: 209.4 kJ/mol
Kohn-Sham gap (spin up / spin down): 7.7 / 7.7 eV


Computed, not measured: 2 unconnected molecules or ions with the total composition C2H2Cl3NO at a distorted geometry, with ωB97M-V with the def2-TZVPD basis set.

Each line ends with the Löwdin spin population.
Atoms and positions in Å:
C1 1.707 -1.190 1.064  0.69
C2 -1.530 1.080 -0.971  0.00
N1 -1.226 -0.029 -0.593  0.01
O1 1.546 -1.603 2.157  0.89
Cl1 -2.471 2.216 -0.127  0.00
Cl2 -0.887 1.517 -2.506  0.00
Cl3 3.354 -0.889 0.359  0.30
H1 0.956 -0.828 0.207  0.11
H2 -1.450 -0.273 0.412  0.00

Force components x, y, z for each atom (eV/Å):
C 0.5 3.5 -9.7
C 0.1 1.3 -1.1
N 0.9 -3.4 3.1
O -1.0 -2.4 6.7
Cl -0.4 0.8 0.1
Cl -0.3 0.8 -0.5
Cl -0.6 -0.2 0.7
H 1.1 -0.8 2.2
H -0.2 0.5 -1.6

Calculated values
Spin multiplicity: 3
Calculated total energy: -43205.7312 eV
Energy above the lowest of the compared OMol25 structures with the same formula, charge and spin: 136.1 kJ/mol
Kohn-Sham gap (spin up / spin down): 7.1 / 7.2 eV


Computed, not measured: C2H2Cl3O2P in the gas phase at a distorted geometry, with ωB97M-V with the def2-TZVPD basis set.

Each line ends with the Mulliken charge.
Atoms and positions in Å:
O1 -1.251 2.350 0.253  -0.36
C1 -1.138 1.207 0.439  0.64
Cl1 -2.324 0.342 1.454  -0.20
C2 -0.044 0.341 -0.082  -1.00
P1 1.360 1.561 -0.332  0.89
O2 1.701 2.478 0.732  -0.52
Cl2 0.893 2.485 -2.065  -0.17
Cl3 2.826 0.205 -0.842  -0.23
H1 0.200 -0.472 0.428  0.56
H2 -0.246 -0.143 -1.015  0.41

Force components x, y, z for each atom (eV/Å):
O -0.2 1.6 -0.4
C -0.8 -1.8 0.6
Cl 0.1 -0.1 -0.1
C 0.2 4.1 -2.1
P -0.1 -1.5 -1.0
O 0.2 0.1 0.5
Cl 0.2 -0.3 0.1
Cl -0.3 0.6 0.1
H 1.3 -3.0 3.3
H -0.6 0.4 -1.1

Calculated values
Calculated total energy: -53059.5112 eV
Energy above the lowest of the compared OMol25 structures with the same formula, charge and spin: 0.0 kJ/mol
Kohn-Sham gap: 11.5 eV
SMILES string: O=C(Cl)CP(=O)(Cl)Cl


Computed, not measured: a gas-phase ion, C2H2Cl3O2S (charge -1) at a distorted geometry, with ωB97M-V with the def2-TZVPD basis set.

Each line ends with the Mulliken charge.
Atoms and positions in Å:
C1 -0.127 0.570 -0.075  -0.66
C2 -1.595 0.729 -0.255  0.16
O1 -1.993 -1.287 1.521  -0.55
O2 -1.504 -1.831 -0.816  -0.59
S1 -2.386 -1.110 0.122  0.55
Cl1 0.826 2.070 -0.268  -0.20
Cl2 -2.033 2.041 1.350  -0.31
Cl3 -2.078 1.479 -1.696  -0.16
H1 0.053 0.201 0.939  0.38
H2 0.258 -0.146 -0.804  0.39

Force components x, y, z for each atom (eV/Å):
C 0.4 -0.2 0.2
C 0.1 0.7 2.6
O 0.1 0.0 0.3
O 0.0 -0.1 -0.2
S -0.2 0.4 -0.2
Cl 0.3 0.2 -0.1
Cl 0.0 -1.3 -1.7
Cl -0.4 0.3 -0.7
H -0.1 0.0 -0.3
H -0.2 0.1 0.1

Calculated values
Calculated total energy: -54605.1728 eV
Net charge: -1
Energy above the lowest of the compared OMol25 structures with the same formula, charge and spin: 36.5 kJ/mol
Kohn-Sham gap: 7.7 eV


Computed, not measured: 2 unconnected molecules or ions with the total composition C2H2Cl3OP at a distorted geometry, with ωB97M-V with the def2-TZVPD basis set.

Each line ends with the Mulliken charge.
Atoms and positions in Å:
C1 1.274 -0.222 0.720  -0.51
C2 1.705 0.235 -0.462  0.12
O1 -2.838 -0.549 1.353  -0.42
P1 -1.842 -0.216 0.345  0.67
Cl1 3.366 0.224 -0.748  -0.16
Cl2 -2.070 1.768 -0.176  -0.17
Cl3 -2.368 -1.056 -1.398  -0.16
H1 1.824 -0.636 1.513  0.33
H2 0.950 0.452 -1.145  0.29

Force components x, y, z for each atom (eV/Å):
C -0.1 0.9 -2.5
C -1.4 -1.6 3.5
O -0.1 -0.5 1.1
P 0.1 1.1 -0.4
Cl 0.9 0.3 -0.7
Cl 0.5 -0.1 0.1
Cl 0.4 -0.5 -0.6
H 0.1 -0.5 1.3
H -0.4 0.8 -1.8

Calculated values
Calculated total energy: -51007.5731 eV
Energy above the lowest of the compared OMol25 structures with the same formula, charge and spin: 378.8 kJ/mol
Kohn-Sham gap (spin up / spin down): 8.6 / 7.5 eV